{"formula": "C21H36BClN2O10", "method": "the ωB97M-V functional and the def2-TZVPD basis", "charge": 0, "de_lowest_kj_mol": 497.7, "lumo_ev": -1.9, "homo_ev": -8.39, "orbital_gap_ha": 0.239, "species": ["C", "C", "C", "C", "C", "C", "C", "C", "C", "N", "N", "C", "C", "C", "C", "O", "C", "O", "C", "Cl", "C", "C", "H", "H", "H", "H", "H", "H", "H", "H", "H", "H", "H", "H", "H", "H", "H", "H", "H", "H", "H", "H", "H", "H", "H", "H", "H", "H", "H", "H", "H", "H", "H", "H", "H", "H", "H", "H", "B", "O", "C", "O", "C", "O", "O", "O", "C", "O", "C", "O", "O"], "positions_angstrom": [[4.957590, -0.311833, -1.504054], [4.679469, -1.063086, -0.039769], [5.023240, -0.065109, 1.218221], [3.770064, 0.866241, 1.723232], [2.866206, 1.516953, 0.516014], [1.407593, 2.086826, 1.098555], [0.181317, 1.361246, 0.222912], [-1.160267, 2.356455, 0.292307], [-2.508363, 1.572916, 0.840415], [-3.792720, 2.342367, 0.691479], [-3.398783, 3.700833, 0.597009], [-4.614882, 2.305160, 1.997168], [-5.179132, 0.822553, 2.389463], [-6.832204, 0.883455, 2.348383], [-7.516716, -0.103932, 1.232628], [-6.968490, -1.480886, 1.225514], [-8.025164, -2.265308, 0.509050], [-8.673307, -3.309578, 1.032957], [-4.598743, 2.088040, -0.550133], [-4.930144, 0.337327, -1.004373], [-3.995459, 2.831611, -1.917649], [-4.933121, 2.240630, -3.170125], [5.687717, -0.955859, -2.180169], [3.955989, -0.104064, -2.084721], [5.474779, 0.751006, -1.347892], [3.521448, -1.296819, -0.019813], [5.233756, -2.102206, 0.010877], [5.965941, 0.597460, 0.955959], [5.321028, -0.769331, 2.132120], [4.253138, 1.785522, 2.306126], [3.061625, 0.335061, 2.507916], [3.452448, 2.413291, -0.010863], [2.578171, 0.749723, -0.335612], [1.404549, 3.263907, 0.982476], [1.286851, 1.854704, 2.255290], [-0.094717, 0.329766, 0.709193], [0.506361, 1.242988, -0.907490], [-0.839813, 3.231057, 1.039042], [-1.286190, 2.859843, -0.756070], [-2.488291, 0.497880, 0.391712], [-2.334478, 1.439266, 2.014612], [-4.281428, 4.277310, 0.450987], [-3.021689, 4.041475, 1.507706], [-3.934194, 2.652591, 2.914611], [-5.454515, 3.146496, 1.918110], [-4.716036, -0.071149, 1.793134], [-4.903920, 0.621425, 3.533898], [-7.243023, 0.527875, 3.411301], [-7.265199, 1.967251, 2.196384], [-8.667151, -0.208985, 1.531325], [-7.533804, 0.358023, 0.131771], [-8.322160, -1.903417, -0.570269], [-5.659698, 2.608330, -0.379501], [-2.901344, 2.507424, -2.175306], [-4.183264, 3.986455, -1.907821], [-4.464640, 1.259921, -3.649885], [-6.062852, 2.134344, -2.885477], [-4.850382, 3.065071, -4.029163], [7.927363, -5.062509, -1.630373], [8.118572, -4.315675, -2.877748], [9.036927, -4.981128, -3.592136], [9.432819, -4.630890, -4.692090], [9.468933, -6.147947, -2.868116], [10.295895, -6.962103, -3.245516], [8.823855, -6.221036, -1.695285], [8.234721, -4.225710, -0.466027], [7.121944, -4.173274, 0.279419], [7.029509, -3.554979, 1.327482], [6.079048, -4.945772, -0.343420], [4.945797, -5.098286, 0.083073], [6.531622, -5.487208, -1.482964]], "atomic_forces_ev_per_a": [[0.5, 0.2, 0.1], [-0.7, 0.5, -0.7], [0.1, -1.1, 0.5], [0.4, 1.0, -0.1], [-0.5, 0.3, 0.1], [0.5, -0.3, -0.6], [-0.4, 1.0, 0.7], [1.0, 0.5, 0.1], [3.6, -1.5, 1.2], [-0.2, 0.3, 1.8], [-1.0, 3.1, -0.3], [-0.8, -0.8, 2.1], [-0.9, 0.5, 1.3], [-0.4, -1.4, 0.4], [-1.8, 1.0, -0.1], [-3.2, -0.3, -1.6], [-2.8, -4.9, 2.9], [4.9, 7.2, -3.2], [-1.8, 1.4, -2.9], [0.7, 1.3, 1.3], [-1.2, -1.3, -1.0], [0.9, 1.1, -1.1], [-1.7, 1.4, 1.4], [2.0, -0.6, 1.1], [-1.1, -2.3, -0.3], [2.3, 0.3, 0.1], [-1.0, 2.4, 0.1], [-2.0, -1.3, 0.5], [-0.5, 1.6, -1.9], [-1.1, -1.9, -1.1], [1.5, 0.8, -1.8], [-1.2, -2.0, 1.2], [0.9, 1.4, 1.9], [-0.3, -2.4, 0.1], [0.2, 0.4, -2.4], [0.8, 1.8, -1.1], [-0.7, 0.1, 2.5], [-1.0, -1.9, -1.6], [-0.1, -1.1, 2.1], [-0.7, 2.1, 0.6], [-0.5, 0.2, -2.6], [1.4, -1.0, 0.2], [-0.3, -0.8, -0.8], [-1.1, -0.7, -2.5], [1.7, -2.1, -0.1], [-1.0, 1.9, 0.9], [-0.4, 0.5, -2.6], [1.0, 0.7, -2.4], [1.0, -2.1, 0.1], [2.4, 0.5, -0.5], [0.4, -1.0, 2.3], [0.9, -0.4, 2.1], [2.3, -1.3, -0.1], [-2.1, 0.9, 0.9], [0.7, -2.3, 0.3], [-1.3, 2.1, 1.3], [2.2, 0.1, -0.5], [-0.3, -1.8, 1.9], [0.2, -0.1, -0.2], [0.6, -0.6, -0.3], [-0.8, 3.5, -3.1], [-0.5, -0.6, 1.5], [2.0, -4.0, 1.6], [-1.1, 1.2, 0.4], [0.3, 0.3, -0.9], [-1.1, 0.0, 0.6], [3.0, 2.6, 2.4], [-0.1, -0.7, -1.3], [-3.7, -2.4, -1.6], [1.4, 0.4, -0.4], [-0.3, 0.6, 1.1]], "mulliken_charge": [-0.78, 0.45, -0.58, -0.73, -0.09, -0.59, -0.62, -0.29, -0.74, 0.82, -0.81, -0.79, -0.27, -0.75, -0.43, -0.28, 0.22, -0.45, -0.49, -0.02, -0.09, -1.06, 0.27, 0.19, 0.22, 0.24, -0.58, 0.34, 0.26, 0.24, 0.32, 0.22, 0.01, 0.33, 0.23, 0.27, 0.29, 0.29, 0.19, 0.32, 0.16, 0.33, 0.31, 0.37, 0.42, 0.31, 0.43, 0.36, 0.29, 0.41, 0.22, 0.30, 0.37, 0.14, 0.33, 0.29, 0.31, 0.35, 1.17, -0.49, 0.60, -0.63, 0.57, -0.61, -0.53, -0.52, 0.63, -0.67, 0.67, -0.65, -0.51]}

=====

{"formula": "C4H12NO2S", "method": "the ωB97M-V functional and the def2-TZVPD basis", "charge": 0, "spin_multiplicity": 2, "de_lowest_kj_mol": 237.0, "lumo_ev": [0.6, -2.7], "homo_ev": [-8.96, -8.96], "orbital_gap_ha": [0.350, 0.228], "species": ["C", "O", "C", "C", "C", "S", "N", "H", "H", "H", "H", "H", "H", "H", "H", "H", "H", "H", "H", "O"], "positions_angstrom": [[-1.078791, 0.717567, -0.209185], [-1.726280, 1.197029, 0.875046], [0.130909, -0.156946, 0.165857], [1.261203, 0.055178, -0.883712], [2.022318, -1.187769, -1.269282], [2.665645, -2.252532, 0.116432], [0.751625, 0.104027, 1.520470], [-1.702056, 0.390433, -1.047049], [-0.526292, 1.607716, -0.554687], [-0.158208, -1.272556, 0.163612], [0.619172, 0.398304, -1.677402], [2.084988, 0.651544, -0.560458], [2.832813, -0.964760, -2.048594], [1.269642, -1.918536, -1.760653], [1.667880, -2.208830, 1.032791], [1.270037, 1.014291, 1.728468], [-0.008575, 0.131898, 2.183862], [-4.049895, 1.192377, -0.032957], [-3.151568, 1.132483, 1.303960], [-4.174568, 1.369082, 0.953480]], "atomic_forces_ev_per_a": [[0.7, 0.8, 1.0], [1.1, -0.4, -0.2], [2.5, -1.3, 1.4], [-0.9, -1.5, 0.6], [-1.7, -2.6, -1.6], [0.6, 0.4, -0.2], [-0.7, 0.9, -0.2], [-0.1, -0.2, 0.1], [-0.2, 0.6, -0.2], [0.2, 1.6, 0.1], [1.0, 0.6, -1.3], [-0.3, 1.7, 0.4], [-0.9, -0.5, 1.5], [1.3, 1.2, 0.3], [0.1, 0.4, -0.6], [-1.0, -1.5, -1.3], [-0.1, -0.2, 0.4], [-0.4, 0.4, 2.0], [-4.2, 1.2, -1.5], [2.9, -1.4, -0.6]], "mulliken_spin": [0.02, 0.79, 0.03, 0.00, 0.00, 0.00, 0.00, 0.01, 0.09, 0.01, 0.00, 0.00, 0.00, 0.00, 0.00, 0.00, 0.00, 0.00, 0.00, 0.04]}

=====

{"formula": "H4NPS2", "method": "the ωB97M-V functional and the def2-TZVPD basis", "charge": 0, "de_lowest_kj_mol": 226.5, "lumo_ev": [-1.8, -1.0], "homo_ev": [-7.49, -8.63], "orbital_gap_ha": [0.210, 0.281], "species": ["N", "P", "S", "S", "H", "H", "H", "H"], "positions_angstrom": [[-1.310868, -1.218050, -0.489196], [-0.703977, -0.221891, 0.725768], [2.572328, 0.302626, 0.089148], [-0.992886, 1.607239, -0.365106], [-1.544368, -2.120503, -0.398840], [-1.017168, -1.028784, -1.405748], [3.261318, 0.187674, 1.300060], [-0.264375, 2.491689, 0.543914]], "atomic_forces_ev_per_a": [[1.1, 4.1, 0.6], [0.6, 0.5, -0.7], [-0.3, -0.3, 1.2], [1.0, 0.7, 1.7], [-0.9, -3.9, 1.1], [0.3, 0.4, -1.5], [-0.7, 0.0, -1.1], [-1.0, -1.7, -1.4]], "mulliken_charge": [-0.40, 0.25, -0.40, -0.25, 0.22, 0.26, 0.11, 0.21]}

=====

{"formula": "C14H28N2", "method": "the ωB97M-V functional and the def2-TZVPD basis", "charge": 0, "de_lowest_kj_mol": 1206.3, "lumo_ev": 0.9, "smiles": "CCN1CCC(NCC2CCCCC2)CC1", "homo_ev": -8.13, "orbital_gap_ha": 0.333, "species": ["C", "C", "N", "C", "C", "C", "N", "C", "C", "C", "C", "C", "C", "C", "C", "C", "H", "H", "H", "H", "H", "H", "H", "H", "H", "H", "H", "H", "H", "H", "H", "H", "H", "H", "H", "H", "H", "H", "H", "H", "H", "H", "H", "H"], "positions_angstrom": [[5.372815, 1.572781, 0.611461], [4.018653, 0.718152, 0.702391], [3.825032, -0.467712, 0.219904], [3.385815, -0.407957, -1.053413], [1.955770, 0.017409, -1.535499], [1.096625, -0.887499, -0.677445], [-0.392830, -0.887944, -0.945852], [-0.905023, 0.337546, -0.385804], [-2.458641, 0.084895, -0.622293], [-3.217219, 1.381817, -0.014689], [-4.626588, 1.095995, -0.173434], [-5.178056, 0.088708, 0.779028], [-4.339349, -1.062947, 0.287996], [-2.959663, -0.959987, 0.558452], [1.552667, -1.249563, 0.752731], [3.052815, -1.443287, 0.861267], [6.294983, 0.879619, 0.726265], [5.527661, 1.954379, -0.546234], [5.500013, 2.432362, 1.109558], [3.863339, 0.657308, 1.959499], [3.118432, 1.443842, 0.645175], [4.145662, 0.423685, -1.541762], [3.585146, -1.161098, -1.460544], [1.688804, 0.032565, -2.575243], [1.768211, 0.931390, -1.011403], [1.306024, -1.929569, -1.042148], [-0.516211, -1.349632, -1.923713], [-0.657041, 1.094940, -1.159399], [-0.607230, 0.488370, 0.632104], [-2.706673, -0.059608, -1.572589], [-2.896511, 2.169891, -0.705821], [-2.834041, 1.667010, 0.946435], [-5.136399, 2.014615, 0.041875], [-4.906316, 1.182637, -1.286540], [-6.225668, 0.196782, 0.368420], [-4.831892, 0.431812, 1.723147], [-4.779569, -1.842985, 1.089227], [-4.781853, -1.419101, -0.488553], [-2.698788, -0.757314, 1.375540], [-2.544853, -1.843004, 0.335316], [1.025438, -1.888675, 1.559706], [1.330467, -0.125842, 1.273311], [3.448529, -1.215868, 1.938327], [3.337493, -2.338917, 0.225235]], "atomic_forces_ev_per_a": [[0.8, -4.9, -6.3], [-0.4, 8.3, 8.9], [0.0, -3.1, -1.3], [-0.1, 13.8, -2.4], [0.3, -0.2, 4.9], [-1.8, -6.5, -2.1], [4.0, -2.0, 0.7], [-3.7, -1.1, -5.4], [2.1, 3.1, 10.5], [3.0, -1.0, -3.7], [-1.9, 4.6, -1.1], [0.2, 1.1, -4.5], [-4.5, -2.3, 9.9], [-1.5, -0.2, -15.3], [-1.3, 5.5, 3.4], [0.7, -0.6, 2.1], [-1.6, 1.1, 0.2], [-0.5, -1.0, 2.5], [-0.3, 2.8, 2.5], [0.7, -0.2, -2.7], [1.2, -0.5, -0.8], [-1.7, -2.0, 0.4], [2.9, -11.6, -6.5], [0.3, -0.2, -0.4], [0.0, 1.6, -0.6], [0.2, 0.3, -0.8], [-0.5, 2.3, 2.3], [0.2, 0.8, 1.3], [0.1, 0.1, 0.3], [-1.1, -1.1, -3.8], [-0.3, 0.4, 0.2], [-0.1, -0.3, 0.8], [-0.5, 1.2, 0.6], [0.4, -1.7, 1.2], [0.4, -1.3, 1.9], [-0.8, 0.1, 1.3], [1.1, 0.3, -1.4], [-1.5, -2.1, -5.8], [3.6, 3.9, 12.0], [1.8, -3.5, -0.8], [0.2, 0.4, -2.4], [0.9, -2.5, -0.4], [-1.1, -2.1, -1.3], [-0.3, -0.1, 1.8]], "mulliken_charge": [-1.37, -0.10, 0.38, -1.68, -0.79, -0.11, -0.10, -0.69, -0.46, -0.85, -0.81, -0.48, -0.77, -1.70, -0.40, -1.12, 0.25, 0.22, 0.50, 0.22, 0.18, 0.32, 0.89, 0.37, 0.40, 0.22, 0.32, 0.32, 0.35, 0.79, 0.42, 0.32, 0.45, 0.39, 0.32, 0.30, 0.28, 0.53, 0.87, 0.54, 0.31, 0.10, 0.48, 0.37]}

=====

{"formula": "C13H25BF2IrN6O2PS2", "method": "the ωB97M-V functional and the def2-TZVPD basis", "charge": 1, "spin_multiplicity": 6, "de_lowest_kj_mol": 5.9, "lumo_ev": [-2.0, -4.6], "homo_ev": [-9.55, -11.41], "orbital_gap_ha": [0.277, 0.250], "species": ["Ir", "S", "C", "S", "C", "C", "N", "C", "N", "C", "C", "C", "C", "C", "N", "H", "H", "H", "H", "H", "H", "H", "H", "H", "C", "P", "C", "C", "O", "H", "H", "H", "H", "H", "H", "H", "H", "H", "F", "B", "F", "N", "H", "H", "H", "N", "C", "N", "O", "H", "H", "H", "H"], "positions_angstrom": [[-0.492403, -1.304033, 0.404948], [0.307647, -1.394986, -1.748376], [-0.246074, 0.261924, -1.887912], [-1.640802, 0.638076, -0.858378], [0.715251, 1.307894, -2.256292], [1.783406, 1.540089, -1.364023], [2.615955, 1.581882, -0.563226], [0.532446, 2.104434, -3.396968], [0.313471, 2.779662, -4.309243], [4.962920, -4.004026, 0.431364], [3.808457, -3.232957, -0.222737], [3.452657, -3.844073, -1.584931], [4.156932, -1.747043, -0.370970], [2.630084, -3.338463, 0.655860], [1.714277, -3.403923, 1.346980], [5.840537, -3.927779, -0.210682], [4.715147, -5.058035, 0.552912], [5.213118, -3.588342, 1.407220], [4.328824, -3.785885, -2.231023], [2.637406, -3.298620, -2.059357], [3.167161, -4.891000, -1.485366], [5.024104, -1.656036, -1.025504], [4.409830, -1.299319, 0.590940], [3.332357, -1.189512, -0.815781], [-3.355768, 3.626611, -2.148147], [-3.292518, 4.013035, -0.406780], [-4.951682, 4.092761, 0.236755], [-2.500901, 5.596105, -0.186734], [-2.572127, 2.908746, 0.416812], [-3.948519, 4.383956, -2.663153], [-3.815163, 2.648206, -2.288336], [-2.347879, 3.614524, -2.561968], [-5.519102, 4.866022, -0.280921], [-4.914958, 4.320363, 1.301559], [-5.438099, 3.128400, 0.092577], [-3.063805, 6.367951, -0.712870], [-1.487683, 5.546192, -0.582532], [-2.462802, 5.836226, 0.875697], [-0.537128, 2.106434, 1.245163], [-1.231021, 2.350525, 0.091132], [-0.567758, 3.220940, -0.765319], [1.045787, -0.254613, 1.674673], [1.551561, -0.914659, 2.256347], [0.623862, 0.461695, 2.258091], [1.717993, 0.222187, 1.074526], [-3.111787, -3.299955, 3.168016], [-1.980240, -3.030075, 2.497401], [-0.966746, -3.893330, 2.564212], [-1.930525, -1.955711, 1.835139], [-3.221311, -4.115182, 3.742445], [-3.872486, -2.649613, 3.087436], [-1.048209, -4.752344, 3.078462], [-0.083700, -3.695352, 2.100848]], "atomic_forces_ev_per_a": [[0.0, -0.1, 0.0], [0.0, 0.1, 0.0], [0.0, 0.0, 0.0], [0.0, 0.0, 0.0], [0.0, 0.0, 0.0], [0.0, 0.0, 0.0], [0.0, 0.0, 0.0], [0.0, 0.0, 0.0], [0.0, 0.0, 0.0], [0.0, 0.0, 0.0], [0.0, -0.1, 0.0], [0.0, 0.0, 0.0], [0.0, 0.0, 0.0], [0.0, 0.0, 0.0], [0.0, 0.1, 0.0], [0.0, 0.0, 0.0], [0.0, 0.0, 0.0], [0.0, 0.0, 0.0], [0.0, 0.0, 0.0], [0.0, 0.0, 0.0], [0.0, 0.0, 0.0], [0.0, 0.0, 0.0], [0.0, 0.0, 0.0], [0.0, 0.0, 0.0], [0.0, 0.0, 0.0], [0.0, 0.0, 0.0], [0.0, 0.0, 0.0], [0.0, 0.0, 0.0], [-0.1, 0.0, 0.0], [0.0, 0.0, 0.0], [0.0, 0.0, 0.0], [0.0, 0.0, 0.0], [0.0, 0.0, 0.0], [0.0, 0.0, 0.0], [0.0, 0.0, 0.0], [0.0, 0.0, 0.0], [0.0, 0.0, 0.0], [0.0, 0.0, 0.0], [0.0, 0.0, 0.0], [0.0, 0.0, -0.1], [0.0, 0.0, 0.0], [0.0, 0.0, 0.0], [0.0, 0.0, 0.0], [0.0, 0.0, 0.0], [0.0, 0.0, 0.0], [0.0, 0.0, 0.0], [0.0, 0.0, 0.0], [0.0, 0.0, 0.0], [0.0, 0.0, 0.0], [0.0, 0.0, 0.0], [0.0, 0.0, 0.0], [0.0, 0.0, 0.0], [0.0, 0.0, 0.0]], "mulliken_spin": [2.39, 0.42, 0.67, 0.27, 0.38, 0.00, 0.26, 0.05, 0.27, 0.00, 0.00, 0.01, 0.01, 0.01, 0.00, 0.00, 0.00, 0.00, 0.00, 0.00, 0.00, 0.00, 0.00, -0.01, 0.01, 0.00, 0.00, 0.00, 0.00, 0.00, 0.00, 0.00, 0.00, 0.00, 0.00, 0.00, 0.00, 0.00, 0.00, 0.02, 0.01, 0.14, -0.01, 0.00, -0.01, 0.01, -0.02, 0.02, 0.08, 0.00, 0.00, 0.00, 0.00]}